# 1
{
  "formula": "C20H32F5N6NiOSSeSiTe",
  "method": "wB97M-V/def2-TZVPD",
  "symbols": ["Ni", "N", "C", "C", "C", "N", "C", "C", "N", "C", "H", "H", "H", "H", "H", "H", "H", "H", "H", "H", "H", "H", "H", "H", "H", "H", "C", "Si", "C", "C", "C", "C", "C", "C", "N", "C", "S", "H", "H", "H", "H", "H", "H", "H", "H", "H", "H", "H", "H", "Se", "N", "C", "C", "C", "C", "C", "C", "N", "H", "H", "H", "H", "F", "Te", "F", "F", "F", "F", "O"],
  "xyz": [[-0.1081, 0.1082, 0.5541], [-1.2419, 0.9865, 5.6326], [-0.4250, 1.2682, 4.3914], [-0.6165, 2.6738, 3.8540], [0.1594, 2.8383, 2.5302], [-0.5009, 2.1022, 1.4061], [1.6118, 2.3883, 2.6581], [1.7813, 1.0177, 3.3058], [1.2466, -0.0445, 2.4213], [1.0452, 0.9547, 4.6594], [-2.2304, 1.1820, 5.4654], [-0.9353, 1.5180, 6.4469], [-1.1662, -0.0169, 5.8334], [-0.8826, 0.5699, 3.7013], [-0.2491, 3.4161, 4.5717], [-1.6762, 2.8855, 3.6707], [0.1571, 3.9039, 2.3012], [-0.3379, 2.6426, 0.5615], [-1.5094, 2.0829, 1.5322], [2.1749, 3.1205, 3.2423], [2.0530, 2.3573, 1.6595], [2.8418, 0.8197, 3.4367], [0.2674, -0.1126, 2.6749], [1.3482, -1.6382, 3.5085], [1.4729, 1.6793, 5.3634], [1.1561, -0.0410, 5.0974], [1.8295, -3.2122, -5.5923], [0.2841, -2.7039, -4.7064], [-0.3988, -1.1880, -5.5273], [-0.9499, -4.0748, -4.6692], [0.8121, -2.3883, -2.8977], [1.9766, -3.0265, -2.4590], [2.4553, -2.8508, -1.1711], [1.7614, -2.0128, -0.3306], [0.6250, -1.3956, -0.6972], [0.1724, -1.6060, -1.9318], [-1.3973, -0.9187, -2.3775], [1.6319, -3.2263, -6.6688], [2.1673, -4.2147, -5.3120], [2.6492, -2.5091, -5.4133], [-0.2238, -1.2839, -6.6041], [0.0981, -0.2749, -5.1850], [-1.4730, -1.0649, -5.3722], [-1.3116, -4.3101, -5.6752], [-1.8166, -3.8153, -4.0521], [-0.4984, -4.9785, -4.2494], [2.5306, -3.6586, -3.1446], [3.3519, -3.3444, -0.8234], [2.0907, -1.8348, 0.6871], [-3.3460, 0.5294, -0.6033], [-1.5680, 0.3301, -1.2264], [-1.1573, 1.6464, -1.6143], [0.0505, 1.9417, -2.2309], [0.3570, 3.2704, -2.4852], [-0.5373, 4.2915, -2.1309], [-1.7447, 3.9967, -1.5351], [-2.0793, 2.6555, -1.2785], [-3.2729, 2.2865, -0.7087], [0.7400, 1.1495, -2.4974], [1.2947, 3.5183, -2.9658], [-0.2834, 5.3217, -2.3421], [-2.4573, 4.7712, -1.2767], [-0.6217, -3.7260, 2.6402], [-1.2800, -2.1260, 1.9666], [-0.7880, -1.5795, 3.8916], [-2.9504, -2.4544, 2.6671], [-1.9258, -3.1470, 0.5047], [-2.0499, -0.1342, 2.1949], [1.8165, -1.3111, 2.7235]],
  "de_lowest_kcal_mol": 36.49,
  "multiplicity": 3,
  "total_charge": 1,
  "total_energy_ha": -6549.66794,
  "e_lumo_ha": [-0.1033, -0.1293],
  "homo_ev": [-9.8, -10.3],
  "s_squared": 2.027,
  "gap_ev": [6.9, 6.7]
}

=====

# 2
{
  "formula": "C6H8N2O",
  "method": "wB97M-V/def2-TZVPD",
  "symbols": ["C", "C", "C", "C", "C", "N", "C", "N", "O", "H", "H", "H", "H", "H", "H", "H", "H"],
  "xyz": [[-1.1191, -1.1532, -0.8469], [-0.6674, 0.1763, -0.2543], [0.2252, 0.2237, 0.9404], [0.8185, -0.7745, 1.6148], [0.7775, -2.1618, 1.1824], [0.8272, -3.2953, 0.8539], [-0.0586, 0.9835, -1.3653], [0.0843, 2.2587, -1.4540], [-0.3638, 2.8108, -0.2430], [-1.9359, -0.9072, -1.5732], [-0.3419, -1.7866, -1.2844], [-1.6099, -1.8075, -0.0865], [-1.5341, 0.7392, 0.2021], [0.3966, 1.2038, 1.3159], [1.4413, -0.5693, 2.4719], [0.3689, 0.4051, -2.2239], [-0.1116, 3.7278, -0.3033]],
  "de_lowest_kcal_mol": 65.59,
  "total_energy_ha": -418.07876,
  "smiles": "C[C@@H](/C=C\\C#N)/C=N\\O",
  "e_lumo_ha": 0.0187,
  "homo_ev": -10.0,
  "gap_ev": 10.5
}

=====

# 3
{
  "formula": "C3H7NO4",
  "method": "wB97M-V/def2-TZVPD",
  "symbols": ["O", "C", "C", "N", "C", "O", "O", "H", "H", "H", "H", "H", "O", "H", "H"],
  "xyz": [[0.3156, -3.1495, -1.0917], [0.1292, -2.1908, -0.3698], [0.5816, -0.8241, -0.8572], [-0.1695, 0.2326, -0.1609], [0.5002, 0.9956, 0.7656], [0.1112, 2.0760, 1.1530], [1.5660, 0.3708, 1.3006], [-0.6585, -2.3464, 0.3923], [1.6699, -0.8037, -0.7725], [0.5315, -0.6615, -1.9371], [-0.7153, 0.8321, -0.7759], [1.8896, 0.9310, 1.9896], [-2.4621, 1.7484, -0.6675], [-2.0715, 2.5981, -0.4654], [-2.5934, 1.4152, 0.2198]],
  "de_lowest_kcal_mol": 33.63,
  "total_energy_ha": -474.23267,
  "smiles": "O=CCNC(=O)O.O",
  "e_lumo_ha": 0.0179,
  "homo_ev": -9.9,
  "gap_ev": 10.4
}

=====

# 4
{
  "formula": "C17H67B7NO5PbZr",
  "method": "wB97M-V/def2-TZVPD",
  "symbols": ["Pb", "Zr", "B", "H", "H", "H", "H", "B", "H", "H", "H", "H", "B", "H", "H", "H", "H", "B", "H", "H", "H", "H", "B", "H", "H", "H", "H", "B", "H", "H", "H", "H", "B", "H", "H", "H", "H", "C", "O", "C", "C", "O", "C", "H", "H", "H", "H", "H", "H", "H", "H", "H", "H", "C", "O", "C", "C", "O", "C", "H", "H", "H", "H", "H", "H", "H", "H", "H", "H", "C", "C", "C", "C", "C", "C", "N", "O", "C", "C", "C", "H", "H", "H", "H", "H", "H", "H", "H", "H", "H", "H", "H", "H", "H", "H", "H", "H", "H", "H"],
  "xyz": [[-1.1573, -2.3247, 2.5214], [2.8709, -2.4699, -0.6506], [1.5326, -2.6268, -2.5085], [2.5386, -2.6497, -2.8979], [0.7477, -2.4151, -3.2180], [1.4193, -3.4993, -1.8839], [1.5270, -1.7971, -1.8187], [1.8613, -5.0001, 0.2717], [1.6031, -5.8665, -0.3173], [2.6191, -5.2570, 0.9955], [2.2143, -4.2533, -0.4225], [0.9938, -4.6264, 0.7933], [3.8218, -2.3982, 1.4102], [4.2211, -2.3744, 2.4123], [4.4841, -2.7317, 0.6264], [2.9426, -3.0225, 1.3715], [3.4729, -1.4252, 1.1009], [-0.0910, -4.3773, 3.6282], [-1.1251, -4.6836, 3.5959], [0.1908, -4.1572, 2.6101], [0.0129, -3.4694, 4.2018], [0.3941, -5.2023, 4.1264], [0.7751, -1.7938, 0.5554], [0.9126, -2.6466, -0.0913], [0.9237, -2.1286, 1.5703], [1.5791, -1.1350, 0.2658], [-0.2321, -1.4236, 0.4427], [3.8125, -0.3659, -1.2403], [3.2888, -1.0101, -1.9294], [4.6056, -0.9433, -0.7910], [4.0516, 0.5801, -1.7010], [3.0348, -0.1774, -0.5165], [-2.7702, -3.4677, 0.4316], [-2.4266, -4.0991, -0.3731], [-3.7742, -3.1233, 0.2378], [-2.7504, -3.9704, 1.3861], [-2.1024, -2.6231, 0.5018], [-3.3608, -3.4564, -7.5760], [-2.6787, -2.6665, -6.5406], [-3.6551, -2.4072, -5.4816], [-3.2622, -1.2957, -4.4117], [-2.1847, -1.6972, -3.5404], [-2.2879, -1.0878, -2.2766], [-4.0167, -2.9055, -8.2501], [-3.8413, -4.3563, -7.1922], [-2.5169, -3.7346, -8.2073], [-3.9106, -3.3425, -4.9836], [-4.5378, -2.0248, -5.9942], [-4.1243, -1.0668, -3.7853], [-3.1368, -0.2865, -4.8041], [-2.3845, -0.0021, -2.2758], [-1.4394, -1.3893, -1.6623], [-3.1586, -1.5198, -1.7834], [-2.5550, 0.2553, 1.1769], [-1.6001, 0.0474, 2.1685], [-1.4195, 0.9434, 3.1929], [0.0511, 0.8085, 3.6454], [0.3968, -0.6511, 3.8181], [1.7900, -0.9024, 4.1471], [-2.8421, -0.6602, 0.6596], [-2.1073, 0.8228, 0.3611], [-3.4575, 0.7686, 1.5087], [-2.1824, 0.9294, 3.9713], [-1.5624, 1.9538, 2.8100], [0.2641, 1.4149, 4.5258], [0.6758, 1.2166, 2.8509], [2.0911, -1.9146, 3.8773], [2.0613, -0.9368, 5.2022], [2.6177, -0.3680, 3.6808], [1.7413, 6.3591, 0.9317], [0.9390, 5.1786, 1.5558], [-0.5660, 5.5778, 1.6904], [-1.5442, 5.1998, 0.5304], [-1.2630, 3.8341, -0.1284], [0.2262, 3.6006, -0.3753], [1.0710, 3.9460, 0.8178], [2.4173, 3.5695, 0.5951], [0.3024, 2.0688, -0.6537], [0.5459, 4.3038, -1.6934], [1.4850, 4.9246, 3.0281], [2.8047, 6.1835, 1.0941], [1.7428, 7.2887, 1.5009], [1.4521, 6.5253, -0.1060], [-0.8971, 5.0555, 2.5880], [-0.6090, 6.6513, 1.8746], [-1.6248, 5.9624, -0.2442], [-2.5739, 5.1983, 0.8879], [-1.7887, 3.8063, -1.0828], [-1.7772, 2.9662, 0.2844], [0.3315, 1.5726, 0.3164], [-0.5621, 1.6946, -1.2019], [1.2892, 1.7945, -1.0268], [0.3907, 3.7310, -2.6077], [-0.0344, 5.2112, -1.8605], [1.5773, 4.6564, -1.7044], [1.0987, 3.9406, 3.2935], [1.0012, 5.6388, 3.6944], [2.5505, 5.1017, 3.1744], [2.5259, 2.9252, 1.2985]],
  "total_charge": -1,
  "total_energy_ha": -1531.93255,
  "e_lumo_ha": 0.0627,
  "homo_ev": -6.1,
  "gap_ev": 7.8
}

=====

# 5
{
  "formula": "C3H12N4O",
  "method": "wB97M-V/def2-TZVPD",
  "symbols": ["N", "C", "N", "N", "O", "H", "H", "H", "H", "H", "C", "C", "N", "H", "H", "H", "H", "H", "H", "H"],
  "xyz": [[-0.3807, 2.2007, -0.8802], [-1.0493, 1.2763, -0.1248], [-1.8348, 0.3644, -0.7998], [-0.9135, 1.1185, 1.1475], [-0.0114, 2.0389, 1.7482], [0.1275, 2.8890, -0.3465], [-0.7936, 2.5068, -1.7425], [-2.4066, -0.1940, -0.1821], [-2.3363, 0.7269, -1.5953], [-0.0292, 1.7709, 2.6741], [1.0339, -1.5559, 1.1531], [1.3753, -1.2424, -0.2963], [0.4471, -1.9361, -1.1802], [1.8233, -1.1982, 1.8124], [0.9307, -2.6307, 1.2785], [0.0977, -1.0744, 1.4271], [2.3820, -1.6100, -0.5271], [1.3796, -0.1487, -0.4393], [-0.4905, -1.6052, -0.9797], [0.6488, -1.6968, -2.1469]],
  "de_lowest_kcal_mol": 47.46,
  "total_energy_ha": -415.72125,
  "smiles": "NC(N)=NO.CCN",
  "e_lumo_ha": 0.0255,
  "homo_ev": -8.4,
  "gap_ev": 9.1
}